P.
Below is the molecule C5H11NO, with properties calculated with ωB97M-V with the def2-TZVPD basis set.

Values from the calculation:
Net charge: 0
SMILES: CC[C@H](C)NC=O

```
18
C5H11NO (ωB97M-V with the def2-TZVPD basis set)
C 1.43988 0.88984 1.36655
C 0.39318 -0.20950 0.97975
C -0.03668 0.12903 -0.44234
C -1.15139 1.30401 -0.40689
N -0.79494 -0.95774 -1.07802
C -0.11161 -2.18091 -1.32068
O 1.08223 -2.53321 -0.96764
H 2.33613 0.87833 0.66189
H 1.89488 0.82541 2.37371
H 0.90242 1.91398 1.33791
H -0.51126 0.13696 1.58743
H 0.57308 -1.27609 1.03545
H 0.76656 0.37649 -1.15553
H -1.32401 1.51667 -1.41886
H -2.12372 0.95649 0.11697
H -0.66588 2.23988 0.05133
H -1.75375 -1.21613 -0.99806
H -0.91513 -2.79352 -1.72296
```


Q.
Below is a 3-piece molecular cluster, C5H11NO overall, with properties calculated with ωB97M-V with the def2-TZVPD basis set.

Values from the calculation:
Net charge: 0

```
18
C5H11NO (ωB97M-V with the def2-TZVPD basis set)
C -2.42432 -1.18412 -0.13062
C -1.33105 -0.40832 0.56536
C 0.02064 -0.92151 0.91865
N -0.11770 -0.14788 -0.18943
C 0.45998 0.95391 -0.63039
C 1.90283 0.94155 -1.05307
O 2.72172 0.15413 -0.22634
H -3.05011 -0.53642 -0.75653
H -3.07236 -1.65920 0.61364
H -1.99053 -1.96771 -0.75965
H -1.66794 0.44237 1.17273
H 0.42728 -1.92459 0.97394
H 0.66394 0.37411 1.66049
H -0.19916 1.70670 -1.05746
H 0.82272 1.20302 1.38973
H 1.99586 0.51571 -2.06173
H 2.24930 1.98550 -1.10844
H 2.58889 0.47275 0.67913
```


R.
Below is the molecule C5H11NO, with properties calculated with ωB97M-V with the def2-TZVPD basis set.

Values from the calculation:
Net charge: 0
SMILES: CNC(=O)C(C)C

```
18
C5H11NO (ωB97M-V with the def2-TZVPD basis set)
C -0.06962 0.17571 2.85142
N -0.32496 -0.35535 1.52883
C 0.19624 0.26842 0.43876
O 0.95465 1.22018 0.55945
C -0.25597 -0.23291 -0.93416
C -0.58512 1.00048 -1.77782
C 0.83171 -1.07642 -1.60863
H 0.93891 -0.06109 3.20850
H -0.80688 -0.22358 3.55270
H -0.16160 1.26491 2.81192
H -0.86456 -1.19838 1.42302
H -1.15742 -0.85117 -0.81817
H 0.25185 1.70105 -1.72123
H -1.47421 1.51511 -1.39917
H -0.75666 0.73010 -2.82481
H 0.53431 -1.30156 -2.63915
H 1.77877 -0.52765 -1.63919
H 1.00140 -2.02731 -1.09142
```


S.
Below is the molecule C5H11NO, with properties calculated with ωB97M-V with the def2-TZVPD basis set.

Values from the calculation:
Net charge: 0
SMILES: [H]/N=C/[C@H](C)CCO

```
18
C5H11NO (ωB97M-V with the def2-TZVPD basis set)
H -3.23953 -1.51216 0.45511
N -2.22159 -1.53597 0.42005
C -1.67124 -0.39181 0.38598
C -0.20142 -0.25589 0.32015
C 0.43184 -0.56209 1.67176
C 0.27711 1.08346 -0.26240
C 1.41864 0.77872 -1.22608
O 1.06901 -0.43797 -2.05107
H -2.23678 0.55758 0.37034
H 0.15323 -1.01648 -0.56554
H 1.51724 -0.52284 1.60377
H 0.13986 -1.55031 2.02210
H 0.12024 0.17952 2.41374
H 0.61586 1.76057 0.52327
H -0.53160 1.54341 -0.83444
H 2.29773 0.44050 -0.67623
H 1.66757 1.62212 -1.88006
H 0.39382 -0.18035 -2.69045
```


R has the most favorable energy; the next structure is 0.0666 hartree above.


P.
Below is the molecule C7H10, with properties calculated with ωB97M-V with the def2-TZVPD basis set.

Values from the calculation:
Net charge: 0
SMILES: C/C=C1/C[C@H]2C[C@@H]12

```
17
C7H10 (ωB97M-V with the def2-TZVPD basis set)
C -2.27700 1.08132 -0.18290
C -1.52913 -0.21002 -0.57443
C -0.30106 -0.45311 -0.17056
C 0.83361 -1.26093 -0.73657
C 1.66984 -0.78892 0.46523
C 1.77047 0.70372 0.48189
C 0.50778 0.06645 0.97263
H -2.89623 0.40208 0.42219
H -2.51921 1.59982 -1.12657
H -1.67381 1.80532 0.38996
H -2.03294 -0.90190 -1.26333
H 0.64579 -2.33063 -0.81810
H 1.17986 -0.87693 -1.70927
H 2.32869 -1.42726 1.04007
H 1.75602 1.27174 -0.44692
H 2.39294 1.12374 1.26619
H 0.14438 0.19552 1.99048
```


Q.
Below is the molecule C7H10, with properties calculated with ωB97M-V with the def2-TZVPD basis set.

Values from the calculation:
Net charge: 0
SMILES: C1C[C@H]2[C@@H]1[C@H]1C[C@@H]21

```
17
C7H10 (ωB97M-V with the def2-TZVPD basis set)
C -1.32771 0.79360 0.31787
C -1.35511 -0.71333 -0.06174
C -0.15050 -0.51144 -1.02867
C -0.15917 0.99688 -0.66039
C 1.23766 0.81388 -0.04415
C 1.28333 -0.45227 0.96719
C 1.28188 -0.64969 -0.46775
H -2.24217 1.33802 0.07373
H -1.04978 1.02680 1.35088
H -1.21943 -1.43338 0.75211
H -2.27093 -0.98056 -0.59618
H -0.27251 -0.88792 -2.04564
H -0.29405 1.74371 -1.45690
H 1.71565 1.30284 0.78776
H 2.27386 -0.54769 1.42697
H 0.46406 -0.65190 1.63870
H 2.08491 -1.18755 -0.95379
```


P has the most favorable energy; the next structure is 0.0230 hartree above.


P.
Below is the molecule C7H10, with properties calculated with ωB97M-V with the def2-TZVPD basis set.

Values from the calculation:
Net charge: 0
SMILES: C=C1C=C(C)[C@@H]1C

```
17
C7H10 (ωB97M-V with the def2-TZVPD basis set)
C -2.59838 -0.71655 0.03365
C -1.29869 -0.76262 -0.17738
C -0.13969 -1.56289 -0.08055
C 0.79196 -0.56073 -0.19119
C 2.23528 -0.51490 0.16574
C -0.09498 0.55065 -0.53844
C -0.02513 1.85761 0.21183
H -3.21032 0.08644 -0.35152
H -3.10739 -1.50084 0.57995
H -0.03804 -2.63821 -0.04735
H 2.37974 0.00637 1.11604
H 2.81169 0.01880 -0.59232
H 2.63850 -1.52193 0.27150
H -0.31294 0.66632 -1.59692
H 0.80463 2.47139 -0.14907
H 0.10477 1.69061 1.28113
H -0.94100 2.43047 0.06488
```


Q.
Below is the molecule C7H10, with properties calculated with ωB97M-V with the def2-TZVPD basis set.

Values from the calculation:
Net charge: 0
SMILES: C[C@]12C[C@@H]3[C@H](C1)[C@@H]32

```
17
C7H10 (ωB97M-V with the def2-TZVPD basis set)
C 1.64431 -1.13012 -0.10888
C 0.38294 -0.32084 -0.00164
C 0.32388 0.73584 1.13348
C -0.60139 1.52338 0.24087
C -1.49299 0.49319 -0.43581
C -1.02672 -0.93648 -0.07172
C -0.12180 0.79010 -0.98360
H 1.75721 -1.76011 0.78251
H 1.65680 -1.77158 -0.99540
H 2.51074 -0.46008 -0.15100
H -0.05260 0.43492 2.11964
H 1.29705 1.22982 1.22523
H -0.91645 2.55365 0.38685
H -2.39956 0.85140 -0.91810
H -1.33624 -1.56326 0.77906
H -1.15117 -1.53504 -0.98192
H 0.15790 0.98427 -2.01156
```


R.
Below is the molecule C7H10, with properties calculated with ωB97M-V with the def2-TZVPD basis set.

Values from the calculation:
Net charge: 0
SMILES: C=C/C=C/C(=C)C

```
17
C7H10 (ωB97M-V with the def2-TZVPD basis set)
C 0.04639 2.17461 2.42183
C -0.79965 1.38364 1.76306
C -0.55572 0.97948 0.38113
C -0.72234 -0.28043 -0.04960
C 0.20834 -1.04930 -0.86861
C 0.57384 -2.29239 -0.50851
C 0.51395 -0.60361 -2.27618
H 0.21874 2.18479 3.48764
H 0.59560 2.89583 1.82130
H -1.72636 1.00290 2.19153
H 0.04325 1.67768 -0.20581
H -1.45139 -0.84589 0.52539
H 0.60479 -2.51103 0.55661
H 0.65301 -3.14293 -1.16673
H -0.31304 -0.04246 -2.71667
H 0.65618 -1.46327 -2.94202
H 1.45441 -0.06761 -2.41437
```


Q has the most favorable energy; the next structure is 0.0072 hartree above.


P.
Below is the molecule C7H10, with properties calculated with ωB97M-V with the def2-TZVPD basis set.

Values from the calculation:
Net charge: 0

```
17
C7H10 (ωB97M-V with the def2-TZVPD basis set)
C -2.08634 -1.22987 -0.27274
C -0.46810 0.20032 -0.90000
C -1.64440 0.10410 -0.12508
C -2.37249 1.06643 0.53611
C 1.62917 1.08611 -0.25533
C 1.03185 -1.22342 0.57272
C 0.89828 -0.23146 -0.58753
H -1.59981 -1.85284 -1.02575
H -1.98154 2.05993 0.66487
H -3.39311 0.87471 0.81413
H 1.48028 1.81996 -1.04501
H 2.69454 0.89446 -0.14995
H 1.25108 1.49542 0.67924
H 0.56587 -2.17449 0.31876
H 0.54449 -0.82990 1.46512
H 2.08263 -1.40008 0.79530
H 1.36761 -0.65936 -1.48484
```


Q.
Below is the molecule C7H10, with properties calculated with ωB97M-V with the def2-TZVPD basis set.

Values from the calculation:
Net charge: 0
SMILES: C=C/C=C/CC=C

```
17
C7H10 (ωB97M-V with the def2-TZVPD basis set)
C -0.15596 2.73372 -2.42451
C -0.52615 1.65025 -1.75468
C 0.23062 0.96046 -0.72506
C -0.28411 0.15968 0.20837
C 0.54387 -0.53097 1.25222
C 0.46928 -2.05911 1.05290
C -0.11688 -2.78163 2.00437
H 0.82513 3.15697 -2.25153
H -0.70537 3.11146 -3.27432
H -1.50285 1.21538 -1.96004
H 1.24820 1.30326 -0.53779
H -1.35872 0.08059 0.35957
H 1.59900 -0.32823 1.05512
H 0.14890 -0.23598 2.22231
H 0.46295 -2.20104 -0.02497
H -0.03671 -3.85938 2.09332
H -0.84120 -2.37545 2.70474
```


R.
Below is the molecule C7H10, with properties calculated with ωB97M-V with the def2-TZVPD basis set.

Values from the calculation:
Net charge: 0
SMILES: C=CC(=C)/C=C/C

```
17
C7H10 (ωB97M-V with the def2-TZVPD basis set)
C -0.49509 2.02064 1.38989
C 0.54426 1.69102 0.60069
C 0.28519 0.85467 -0.73911
C -0.03552 1.50162 -1.86792
C 0.25351 -0.56116 -0.71927
C -0.17730 -1.25441 0.36576
C -0.06252 -2.77262 0.46011
H -0.38367 2.39928 2.36007
H -1.55960 1.69511 1.09793
H 1.72246 1.94739 0.71031
H 0.05310 2.59858 -2.07300
H -0.27641 1.09475 -2.81779
H 0.86063 -1.17287 -1.42943
H -0.70235 -0.93464 1.20558
H 0.85164 -3.11148 -0.10222
H 0.12258 -2.97611 1.57204
H -1.00090 -3.01978 -0.01367
```


Q has the most favorable energy; the next structure is 0.0143 hartree above.


P.
Below is an isolated ion of composition C5H15N3 and charge +2, with properties calculated with ωB97M-V with the def2-TZVPD basis set.

Values from the calculation:
Net charge: +2
SMILES: C[C@H]([NH3+])CC/[NH+]=C/N

```
23
C5H15N3 (ωB97M-V with the def2-TZVPD basis set)
C 2.02069 -0.10469 1.67448
C 0.60202 0.35530 1.62803
N 0.18000 0.76136 3.01643
C -0.32937 -0.77330 1.00018
C -0.13312 -1.00258 -0.48580
N -0.62964 0.05362 -1.37622
C -0.80595 -0.23106 -2.65865
N -1.13082 0.71871 -3.50540
H 2.48208 -0.33380 0.68726
H 2.71975 0.49051 2.29024
H 2.27934 -0.98388 2.30223
H 0.44505 1.27086 1.03182
H 0.38308 0.01978 3.67774
H -0.84836 0.91701 3.02320
H 0.60650 1.62221 3.36531
H -0.10599 -1.73454 1.46904
H -1.36711 -0.49602 1.17050
H 0.91843 -1.15597 -0.71995
H -0.67778 -1.98094 -0.71455
H -0.49745 0.99702 -1.04752
H -0.84101 -1.25771 -3.04748
H -1.10621 1.69683 -3.26903
H -1.55966 0.50811 -4.39799
```


Q.
Below is an isolated ion of composition C5H15N3 and charge +2, with properties calculated with ωB97M-V with the def2-TZVPD basis set.

Values from the calculation:
Net charge: +2
SMILES: C[C@@H]([NH3+])C/C([NH3+])=C/N

```
23
C5H15N3 (ωB97M-V with the def2-TZVPD basis set)
C 0.36139 -0.58440 -1.69816
C -0.97564 -0.01475 -1.21653
N -2.06137 -1.03326 -1.54490
C -0.98655 0.61533 0.18581
C 0.20271 0.46219 1.08663
N 0.44324 -0.84200 1.74532
C 1.20260 1.39337 1.06075
N 2.43521 1.30862 1.58131
H 0.87499 -1.15940 -0.92412
H 1.02560 0.28040 -1.80545
H 0.40760 -1.17599 -2.61901
H -1.20149 0.81471 -1.88949
H -2.92161 -0.51384 -1.69487
H -2.24154 -1.63001 -0.73398
H -1.83833 -1.57673 -2.37241
H -1.93507 0.38949 0.72672
H -1.04872 1.70620 0.17951
H 0.97228 -0.71119 2.62778
H -0.43327 -1.31514 1.94126
H 0.96115 -1.38626 1.03933
H 1.01675 2.35301 0.55698
H 2.76555 0.47603 2.03781
H 2.97453 2.14363 1.72975
```


P has the most favorable energy; the next structure is 0.0431 hartree above.